[1]
A gas-phase ion, C6H18N4 (charge +2), computed with ωB97M-V/def2-TZVPD.

Each line ends with the Löwdin charge.
Element x y z (Å)
1 C 3.193 -0.122 -1.331  -0.005
2 C 2.296 0.752 -0.592  -0.036
3 N 1.541 0.509 0.418  -0.098
4 C 0.631 1.496 0.855  -0.011
5 C 1.493 -0.741 1.213  -0.061
6 N 0.577 -1.727 0.603  0.061
7 N -0.805 -1.480 0.664  -0.031
8 N -1.350 -0.568 -0.175  -0.088
9 C -2.764 -0.104 0.072  -0.244
10 C -3.120 0.987 -0.978  -0.057
11 H 2.544 -0.603 -2.131  0.142
12 H 4.039 0.518 -1.834  0.161
13 H 3.697 -0.841 -0.727  0.084
14 H 2.124 1.766 -1.066  0.187
15 H -0.361 1.149 0.444  0.098
16 H 0.969 2.463 0.629  0.106
17 H 0.483 1.504 1.924  0.111
18 H 1.218 -0.345 2.249  0.175
19 H 2.377 -1.252 1.353  0.123
20 H 0.925 -1.797 -0.363  0.155
21 H -1.292 -2.428 0.912  0.262
22 H -1.009 -1.065 1.577  0.191
23 H -1.413 -0.808 -1.244  0.203
24 H -3.447 -0.922 -0.145  0.117
25 H -2.867 0.285 1.124  0.139
26 H -3.117 0.320 -1.893  0.098
27 H -4.201 1.239 -0.697  0.125
28 H -2.361 1.816 -0.860  0.093

Results
Total charge: +2
Maximum force, Eh/bohr: 0.114
LUMO energy, Ha: -0.288
Highest occupied orbital energy, eV: -18.306
SMILES string: C/C=[N+](/C)CN[NH2+]NCC
Gap between HOMO and LUMO, eV: 10.460
Total energy, eV: -12453.5104


[2]
A molecular structure, C4H39NO15S, computed with ωB97M-V/def2-TZVPD.

Each line ends with the Löwdin charge.
Element x y z (Å)
1 C -1.853 -0.411 3.181  -0.061
2 C -1.364 -0.983 1.872  -0.386
3 C -2.471 -1.691 1.240  -0.464
4 S -2.500 -3.514 1.712  0.780
5 N -1.025 0.190 0.886  0.120
6 C -0.211 1.329 1.538  -0.135
7 O -0.273 2.319 0.489  -0.150
8 H -2.865 -0.014 3.121  0.090
9 H -1.905 -1.231 3.927  0.105
10 H -1.288 0.240 3.867  0.084
11 H -0.445 -1.518 1.834  0.129
12 H -2.546 -1.651 0.204  0.045
13 H -3.385 -1.237 1.666  0.095
14 H -1.519 -3.906 1.015  -0.224
15 H -1.961 0.492 0.596  0.130
16 H 0.761 1.087 1.880  0.100
17 H -0.814 1.772 2.347  0.128
18 H 0.312 1.953 -0.323  0.000
19 H 2.142 4.477 -0.477  0.042
20 H 1.300 3.480 -1.226  -0.005
21 O 2.070 4.016 -1.292  -0.004
22 H -1.675 -2.219 -3.739  0.019
23 H -1.648 -0.839 -3.644  0.020
24 O -2.117 -1.484 -4.185  -0.048
25 H 5.182 -0.350 -1.092  0.061
26 H 4.149 0.816 -0.603  0.025
27 O 4.976 0.592 -1.092  -0.061
28 H -3.978 -1.674 -2.381  0.023
29 H -4.390 -0.234 -2.436  0.041
30 O -4.612 -1.060 -1.952  -0.086
31 H 3.102 2.772 -2.230  0.003
32 H 3.978 1.577 -2.408  0.011
33 O 3.187 1.988 -2.783  -0.058
34 H 1.821 0.880 4.288  -0.013
35 H 2.209 -0.312 3.580  -0.004
36 O 1.840 -0.033 4.468  -0.079
37 H -1.643 3.210 -2.580  0.024
38 H -0.531 2.400 -2.036  0.032
39 O -1.166 3.081 -1.818  -0.003
40 H 1.274 -2.003 -0.763  -0.015
41 H 2.474 -2.888 -0.252  0.014
42 O 1.709 -2.424 0.066  -0.110
43 H -3.711 2.576 0.269  0.076
44 H -2.413 2.430 -0.678  -0.054
45 O -3.221 2.053 -0.411  -0.056
46 H -0.438 -0.334 0.088  0.188
47 H 0.993 -0.953 -2.460  0.073
48 O 0.405 -1.119 -1.694  -0.223
49 H -0.611 -4.104 -1.123  0.014
50 H -0.794 -2.719 -1.680  -0.003
51 O -1.245 -3.586 -1.596  -0.064
52 H 1.710 1.503 -1.864  -0.055
53 H 0.641 -0.025 -1.351  0.013
54 O 1.090 1.192 -1.249  -0.218
55 H 3.075 0.181 1.382  0.042
56 H 3.128 -1.290 1.989  -0.010
57 O 3.150 -0.409 2.173  -0.025
58 H 4.477 2.445 0.655  0.106
59 H 2.907 2.766 1.136  0.053
60 O 3.605 2.099 1.034  -0.073

Results
Total charge: 0
Maximum force, Eh/bohr: 0.100
LUMO energy, Ha: -0.006
Highest occupied orbital energy, eV: -9.547
Gap between HOMO and LUMO, eV: 9.376
Total energy, eV: -47817.2495


[3]
C16H14N4O2 in the gas phase, computed with ωB97M-V/def2-TZVPD.

Each line ends with the Löwdin charge.
Element x y z (Å)
1 C 4.882 1.367 -1.723  -0.052
2 C 4.276 0.344 -0.809  -0.277
3 C 5.095 -0.490 -0.056  -0.057
4 C 4.543 -1.446 0.778  -0.077
5 C 3.171 -1.574 0.882  -0.038
6 C 2.332 -0.739 0.147  -0.179
7 C 0.887 -0.872 0.264  -0.125
8 C 0.146 -2.060 0.453  -0.087
9 N -1.141 -1.833 0.493  0.084
10 N -1.289 -0.491 0.380  -0.049
11 C -2.573 0.048 0.426  -0.167
12 C -2.859 1.231 1.109  -0.013
13 C -4.152 1.726 1.142  -0.056
14 C -5.181 1.046 0.519  0.002
15 C -4.895 -0.151 -0.128  -0.138
16 N -5.967 -0.881 -0.767  -0.361
17 O -7.088 -0.433 -0.658  0.084
18 O -5.680 -1.888 -1.373  0.093
19 C -3.607 -0.658 -0.182  0.084
20 C -0.080 0.125 0.217  -0.243
21 N 0.066 1.463 -0.058  0.154
22 C 2.901 0.210 -0.700  -0.006
23 H 5.464 2.089 -1.151  0.082
24 H 5.555 0.889 -2.434  0.082
25 H 4.114 1.901 -2.278  0.073
26 H 6.168 -0.394 -0.133  0.111
27 H 5.188 -2.094 1.353  0.103
28 H 2.742 -2.313 1.542  0.109
29 H 0.518 -3.061 0.532  0.114
30 H -2.083 1.745 1.657  0.114
31 H -4.358 2.643 1.673  0.111
32 H -6.195 1.412 0.534  0.119
33 H -3.404 -1.596 -0.675  0.125
34 H -0.719 2.061 0.141  0.073
35 H 0.964 1.844 0.195  0.097
36 H 2.259 0.828 -1.312  0.110

Results
Total charge: 0
Maximum force, Eh/bohr: 0.027
LUMO energy, Ha: -0.023
Highest occupied orbital energy, eV: -8.012
SMILES string: Cc1cccc(-c2cnn(-c3cccc([N+](=O)[O-])c3)c2N)c1
Gap between HOMO and LUMO, eV: 7.385
Total energy, eV: -26871.9575